Record 1
Entry from OMol25: a structure of composition C34H100BGaN3O6Si8 (the ωB97M-V functional and the def2-TZVPD basis).

- HOMO level: -3.814 eV
- E_LUMO: 1.67 eV
- Charge: -1
- Total energy: -6237.4033 Eh

Geometry as XYZ:
```
153
Properties=species:S:1:pos:R:3:lowdin_charge:R:1
C -1.9443 0.9017 -2.1113 -0.10
C -0.4154 1.1793 -2.3551 -0.42
O 0.2807 0.1226 -1.7793 -0.28
Ga 1.9133 -0.2592 -2.6665 0.49
C 2.5070 -2.1333 -1.9611 -0.26
C 3.6362 -2.7083 -2.8731 -0.30
C 4.2616 -3.9831 -2.2262 -0.21
C 5.4515 -3.6374 -1.2613 -0.27
N 5.3882 -2.2624 -0.6998 0.00
C 3.4602 1.0215 -2.1123 -0.26
N 3.4606 2.3246 -2.8755 -0.20
C 4.8176 2.5517 -3.4209 -0.20
B 1.7593 -0.4559 -4.7416 -0.50
O 0.6665 -1.2530 -5.2561 0.02
N 2.6777 0.1693 -5.7497 -0.15
C 2.5202 -0.5542 -7.0473 -0.14
C 2.2454 1.5601 -6.0467 -0.12
H -2.1529 0.9646 -1.0297 0.06
H -2.5947 1.5485 -2.7179 0.03
H -2.0775 -0.1628 -2.3784 0.07
H -0.2967 1.2631 -3.4564 0.09
H -0.1798 2.1719 -1.9181 0.10
H 1.6118 -2.7883 -1.9087 0.04
H 2.8334 -1.9744 -0.9164 0.03
H 4.3750 -1.9063 -3.0327 0.09
H 3.1470 -2.9760 -3.8300 0.09
H 4.6783 -4.5941 -3.0558 0.09
H 3.5267 -4.5754 -1.6590 0.09
H 5.5351 -4.3963 -0.4671 0.09
H 6.3761 -3.6961 -1.8734 0.10
H 5.5157 -2.3665 0.2964 0.04
H 6.1304 -1.7081 -1.0979 0.06
H 4.3805 0.4746 -2.4172 0.03
H 3.5152 1.1863 -1.0163 0.04
H 3.3531 3.0585 -2.1816 0.07
H 4.9462 3.6182 -3.7000 0.06
H 5.0094 1.8975 -4.2879 0.07
H 5.6030 2.3344 -2.6610 0.06
H 0.6949 -2.0407 -4.7131 0.06
H 3.2567 -0.1301 -7.7632 0.07
H 2.7006 -1.6312 -6.9488 0.08
H 1.5256 -0.3246 -7.4838 0.08
H 2.6152 1.8484 -7.0523 0.07
H 1.1389 1.5750 -6.1170 0.08
H 2.6550 2.2944 -5.3410 0.06
O -7.0647 1.4128 -5.2400 -0.28
Si -8.5971 2.0420 -5.3284 0.36
C -8.6863 3.3458 -6.6758 -0.16
C -9.0684 2.8359 -3.6945 -0.16
C -9.8587 0.7147 -5.7174 -0.17
Si -5.5131 1.9514 -4.9527 0.37
C -4.2793 0.5506 -5.0321 -0.16
C -5.4094 2.7366 -3.2516 -0.16
C -5.0281 3.2352 -6.2340 -0.16
H -8.0645 4.2073 -6.4245 0.02
H -9.7142 3.6941 -6.8044 0.03
H -8.3387 2.9387 -7.6278 0.03
H -8.9423 2.1279 -2.8725 0.04
H -10.1102 3.1639 -3.7118 0.03
H -8.4417 3.7071 -3.4925 0.02
H -9.8648 -0.0575 -4.9447 0.02
H -9.6450 0.2399 -6.6776 0.04
H -10.8587 1.1519 -5.7696 0.03
H -4.5019 -0.2142 -4.2858 0.04
H -3.2724 0.9254 -4.8422 0.03
H -4.2834 0.0811 -6.0189 0.03
H -6.0165 3.6442 -3.2027 0.02
H -4.3782 3.0049 -3.0175 0.02
H -5.7659 2.0438 -2.4863 0.04
H -5.6427 4.1336 -6.1400 0.02
H -5.1536 2.8377 -7.2439 0.03
H -3.9832 3.5237 -6.1056 0.04
O -14.2306 -3.6940 -5.0360 -0.28
Si -15.4826 -3.6720 -6.1280 0.36
C -14.8127 -3.6877 -7.8808 -0.16
C -16.5179 -2.1241 -5.8952 -0.17
C -16.5992 -5.1589 -5.9162 -0.17
Si -12.9100 -2.7606 -4.6420 0.36
C -11.9458 -3.5024 -3.2221 -0.16
C -13.4626 -1.0403 -4.1344 -0.16
C -11.7608 -2.6127 -6.1172 -0.16
H -14.2625 -2.7693 -8.0954 0.02
H -15.6295 -3.7709 -8.6017 0.03
H -14.1371 -4.5333 -8.0264 0.04
H -16.8515 -2.0364 -4.8589 0.03
H -17.3983 -2.1495 -6.5407 0.03
H -15.9407 -1.2308 -6.1440 0.02
H -17.0379 -5.1817 -4.9164 0.03
H -16.0486 -6.0892 -6.0713 0.03
H -17.4125 -5.1197 -6.6440 0.03
H -12.5639 -3.5869 -2.3257 0.03
H -11.0871 -2.8706 -2.9853 0.03
H -11.5733 -4.4971 -3.4768 0.03
H -13.9139 -0.5114 -4.9768 0.02
H -12.6108 -0.4543 -3.7824 0.03
H -14.1994 -1.0947 -3.3297 0.03
H -12.2408 -2.0642 -6.9306 0.03
H -11.4811 -3.6019 -6.4869 0.04
H -10.8504 -2.0793 -5.8396 0.01
O 8.8209 -1.1246 4.6528 -0.28
Si 9.2833 -1.4504 6.2134 0.36
C 10.3955 -2.9616 6.2582 -0.16
C 7.7760 -1.7850 7.2802 -0.17
C 10.2218 -0.0133 6.9610 -0.17
Si 8.0017 -1.8812 3.4154 0.37
C 7.8929 -0.7946 1.8994 -0.15
C 6.2558 -2.3008 3.9596 -0.16
C 8.8794 -3.4698 2.9364 -0.16
H 9.8478 -3.8565 5.9561 0.02
H 10.7809 -3.1235 7.2679 0.03
H 11.2436 -2.8346 5.5818 0.03
H 7.0626 -0.9609 7.2079 0.04
H 8.0635 -1.9025 8.3275 0.03
H 7.2722 -2.7003 6.9625 0.02
H 9.6053 0.8870 6.9818 0.02
H 11.1281 0.2028 6.3910 0.04
H 10.5142 -0.2507 7.9870 0.03
H 7.3644 0.1354 2.1180 0.04
H 7.3525 -1.3144 1.1065 0.01
H 8.8874 -0.5446 1.5221 0.03
H 6.2643 -3.0437 4.7605 0.02
H 5.6827 -2.7088 3.1244 0.03
H 5.7424 -1.4090 4.3252 0.04
H 8.8523 -4.1932 3.7543 0.02
H 9.9247 -3.2723 2.6877 0.03
H 8.3986 -3.9224 2.0667 0.03
O 8.5860 3.2426 11.8597 -0.28
Si 7.5587 4.5451 11.9665 0.36
C 5.7964 4.0100 11.6079 -0.16
C 8.0510 5.8617 10.7234 -0.16
C 7.6009 5.3091 13.6745 -0.17
Si 9.0556 2.1224 10.7229 0.36
C 10.3151 0.9279 11.4204 -0.16
C 9.8251 2.9876 9.2474 -0.15
C 7.5733 1.1323 10.1386 -0.15
H 5.6928 3.6800 10.5722 0.02
H 5.1043 4.8394 11.7708 0.03
H 5.5047 3.1845 12.2609 0.03
H 9.1018 6.1334 10.8462 0.03
H 7.4443 6.7600 10.8541 0.03
H 7.9093 5.5026 9.7018 0.02
H 8.6041 5.6629 13.9222 0.03
H 7.2929 4.5886 14.4353 0.03
H 6.9193 6.1611 13.7173 0.03
H 11.2143 1.4510 11.7527 0.03
H 10.6051 0.2045 10.6552 0.02
H 9.9057 0.3760 12.2697 0.03
H 9.0853 3.5970 8.7234 0.03
H 10.2246 2.2586 8.5429 0.00
H 10.6412 3.6398 9.5673 0.04
H 6.8653 1.7688 9.6039 0.03
H 7.0543 0.6787 10.9861 0.04
H 7.8899 0.3351 9.4627 0.01
```

Record 2
Entry from OMol25: a structure of composition C34H100Br3N18O11P5 (the ωB97M-V functional and the def2-TZVPD basis).

- Relative energy (zero: lowest compared OMol25 entry of this formula, charge and spin): 0.0 kcal per mole
- HOMO level: -8.090 eV
- E_LUMO: -0.37 eV
- Charge: 0
- Total energy: -12597.4511 Eh

Geometry as XYZ:
```
171
Properties=species:S:1:pos:R:3:lowdin_charge:R:1
C 10.5102 -19.8026 -17.6666 0.05
N 9.1626 -19.9702 -18.2641 -0.40
O 9.0705 -19.9326 -19.4605 0.06
O 8.1979 -20.1003 -17.5027 0.04
H 11.1123 -19.3863 -18.4662 0.07
H 10.8700 -20.8041 -17.4439 0.09
H 10.4081 -19.1895 -16.7867 0.08
C 5.8029 -20.2913 -20.6445 0.05
N 4.7043 -20.6123 -19.6909 -0.45
O 3.5679 -20.4191 -20.0820 0.06
O 4.9954 -21.1548 -18.6615 0.05
H 6.6665 -19.9671 -20.0704 0.07
H 5.4068 -19.5982 -21.3672 0.10
H 6.0698 -21.2452 -21.0914 0.09
C 12.4247 -20.2015 -14.0030 0.05
N 11.9262 -21.5244 -14.4843 -0.43
O 12.7382 -22.4281 -14.5315 0.07
O 10.7301 -21.6420 -14.6713 0.00
H 13.4446 -20.3343 -13.6781 0.09
H 11.7935 -19.7986 -13.2174 0.09
H 12.3059 -19.4841 -14.8231 0.09
O 5.3578 -19.0769 -10.8855 -0.27
P 6.1220 -19.4753 -12.0728 0.47
N 7.2216 -18.3448 -12.5873 -0.31
C 8.3064 -18.6511 -13.4558 -0.14
C 7.0190 -16.9284 -12.3755 -0.09
N 5.1633 -19.8942 -13.3509 -0.30
C 3.8048 -19.3399 -13.4225 -0.09
C 5.6534 -20.4525 -14.5764 -0.14
N 7.1029 -20.8013 -11.8676 -0.31
C 6.5084 -22.1584 -11.8662 -0.09
C 8.2250 -20.7100 -10.9392 -0.11
H 9.1949 -18.1282 -13.0894 0.08
H 8.0761 -18.2199 -14.4401 0.08
H 8.4694 -19.7107 -13.5793 0.06
H 6.0198 -16.7544 -12.0016 0.08
H 7.2689 -16.4182 -13.3037 0.07
H 7.7926 -16.5834 -11.6761 0.08
H 3.1150 -19.9154 -12.7889 0.08
H 3.7582 -18.2895 -13.1369 0.08
H 3.3643 -19.4870 -14.4095 0.08
H 6.6162 -20.9638 -14.5017 0.05
H 4.9646 -21.2000 -14.9914 0.06
H 5.7764 -19.7270 -15.3975 0.09
H 6.2986 -22.4779 -10.8445 0.09
H 5.6031 -22.0972 -12.4681 0.07
H 7.1959 -22.8387 -12.3673 0.04
H 7.9022 -20.4969 -9.9102 0.09
H 8.9691 -20.0082 -11.3120 0.06
H 8.7059 -21.6880 -10.8341 0.08
O 8.1461 -23.3707 -25.1813 -0.27
P 9.4297 -23.1924 -24.4937 0.47
N 10.2663 -21.8320 -24.9508 -0.30
C 11.4055 -21.3285 -24.2211 -0.12
C 10.0727 -21.3328 -26.2914 -0.12
N 10.4205 -24.5117 -24.6480 -0.31
C 10.3739 -25.3315 -25.8370 -0.12
C 11.7198 -24.6395 -23.9298 -0.10
N 9.2867 -23.0626 -22.8600 -0.30
C 8.9477 -24.1949 -22.0418 -0.11
C 8.7969 -21.8192 -22.3075 -0.11
H 11.1727 -21.1751 -23.1583 0.06
H 11.6548 -20.3202 -24.5570 0.09
H 12.2912 -21.9656 -24.2162 0.07
H 10.9270 -21.4535 -26.9624 0.08
H 9.7379 -20.2952 -26.2377 0.08
H 9.2684 -21.9132 -26.7488 0.07
H 9.4509 -25.9179 -25.8417 0.08
H 10.3487 -24.7177 -26.7481 0.08
H 11.1997 -26.0270 -25.9537 0.08
H 11.8159 -23.9000 -23.1352 0.06
H 11.7040 -25.5932 -23.3961 0.08
H 12.5050 -24.4908 -24.6698 0.08
H 9.0352 -24.0061 -20.9816 0.02
H 7.9185 -24.5138 -22.2731 0.10
H 9.5364 -25.0791 -22.2950 0.07
H 9.1603 -20.9302 -22.8215 0.08
H 9.0507 -21.7370 -21.2513 0.07
H 7.7032 -21.7883 -22.4199 0.08
O 13.8743 -20.0502 -22.1954 -0.26
P 14.0917 -19.1694 -21.0358 0.48
N 15.6637 -18.6503 -20.9095 -0.30
C 16.1554 -17.9301 -19.7750 -0.13
C 16.4983 -18.6089 -22.1626 -0.06
N 13.7530 -19.9427 -19.6128 -0.27
C 13.7728 -19.3869 -18.2712 -0.12
C 13.5803 -21.3875 -19.6537 -0.10
N 13.1793 -17.7876 -20.9472 -0.29
C 11.7187 -17.8247 -20.9800 -0.10
C 13.6635 -16.6191 -21.7219 -0.10
H 17.1287 -17.4650 -19.9429 0.09
H 16.3129 -18.5511 -18.8914 0.07
H 15.4736 -17.1074 -19.5284 0.05
H 17.5294 -18.4043 -21.8908 0.07
H 16.1464 -17.7573 -22.7539 0.07
H 16.4158 -19.5739 -22.6471 0.07
H 12.9540 -19.8014 -17.6786 0.05
H 14.7274 -19.5532 -17.7606 0.08
H 13.5627 -18.3124 -18.3168 0.06
H 14.5641 -21.8736 -19.7007 0.09
H 13.1274 -21.7646 -18.7374 0.04
H 12.9537 -21.6886 -20.4879 0.08
H 11.3965 -18.7975 -20.5914 0.06
H 11.3442 -17.1062 -20.2446 0.07
H 11.2782 -17.6765 -21.9652 0.09
H 14.6725 -16.3710 -21.3853 0.06
H 13.0296 -15.7602 -21.5117 0.08
H 13.7031 -16.8527 -22.7923 0.09
O 11.8452 -17.1079 -16.4948 -0.28
P 12.4561 -15.8929 -15.9224 0.51
N 13.4453 -15.0909 -17.0056 -0.29
C 14.5579 -14.2726 -16.5909 -0.12
C 13.2201 -15.2837 -18.4251 -0.11
N 13.4194 -16.1446 -14.6066 -0.29
C 12.8648 -16.3571 -13.2954 -0.11
C 14.6993 -16.8264 -14.8258 -0.10
N 11.3495 -14.7453 -15.4474 -0.31
C 10.0873 -14.7817 -16.1606 -0.12
C 11.7402 -13.4498 -14.9495 -0.11
H 15.4315 -14.9137 -16.3914 0.07
H 14.3890 -13.7316 -15.6623 0.07
H 14.8653 -13.5552 -17.3506 0.09
H 12.5154 -16.0785 -18.6649 0.05
H 14.1688 -15.5740 -18.8961 0.06
H 12.8230 -14.3895 -18.9281 0.09
H 11.8335 -16.0120 -13.2334 0.08
H 12.9185 -17.4023 -12.9753 0.07
H 13.4113 -15.7786 -12.5395 0.09
H 15.5421 -16.1850 -14.5456 0.08
H 14.7862 -17.7243 -14.2107 0.08
H 14.7795 -17.0780 -15.8852 0.08
H 9.8434 -15.7580 -16.5772 0.07
H 9.2341 -14.4788 -15.5520 0.08
H 10.1246 -14.1428 -17.0652 0.09
H 10.8636 -12.8834 -14.6400 0.09
H 12.1199 -12.8510 -15.7967 0.08
H 12.4994 -13.5808 -14.1882 0.07
O 13.8750 -26.9413 -18.5862 -0.27
P 12.8568 -26.3204 -17.7426 0.44
N 11.3185 -26.6210 -18.2808 -0.29
C 10.9496 -26.3772 -19.6679 -0.10
C 10.2186 -26.9319 -17.3616 -0.10
N 12.9379 -24.6862 -17.5817 -0.28
C 11.7611 -23.8281 -17.4693 -0.09
C 14.2025 -24.0367 -17.7341 -0.11
N 12.9247 -26.8742 -16.1990 -0.30
C 12.5348 -26.0924 -15.0423 -0.11
C 13.3271 -28.2601 -15.9184 -0.08
H 10.6955 -25.3117 -19.8267 0.05
H 10.1121 -27.0051 -19.9524 0.09
H 11.8491 -26.4786 -20.2816 0.08
H 9.2664 -26.4892 -17.6655 0.04
H 10.3970 -26.5040 -16.3814 0.05
H 10.1010 -28.0196 -17.3394 0.09
H 11.1517 -23.9175 -18.3768 0.06
H 11.0940 -24.2551 -16.7152 0.04
H 12.0485 -22.8213 -17.2150 0.05
H 15.0357 -24.7257 -17.6601 0.09
H 14.2523 -23.5152 -18.6950 0.05
H 14.2940 -23.2565 -16.9695 0.08
H 13.3951 -25.5122 -14.6847 0.09
H 11.6487 -25.5025 -15.2332 0.05
H 12.3741 -26.7520 -14.1858 0.08
H 14.1417 -28.5730 -16.5756 0.07
H 12.5204 -28.9420 -16.2230 0.08
H 13.6035 -28.3053 -14.8767 0.07
C 7.1063 -23.1717 -16.6088 -1.55
Br 5.3568 -23.9469 -16.3349 0.59
Br 7.8302 -23.9173 -18.2628 0.60
Br 8.2353 -23.6662 -15.1000 0.61
H 6.9949 -22.1016 -16.6732 -0.06
```